{
  "formula": "FHNO2S",
  "method": "ωB97M-V/def2-TZVPD",
  "lumo_ev": 4.18,
  "homo_lumo_gap_ev": 7.9,
  "energy_ha": -703.82783,
  "charge": -1,
  "symbols": ["F", "N", "O", "O", "H", "S"],
  "xyz": [[-0.07556, -0.24672, 2.61485], [-1.00396, -0.48217, 1.51883], [0.01997, 0.90077, -0.31648], [-2.35841, -0.11893, -0.31289], [0.31011, -0.03539, -0.24598], [-1.50024, 0.66896, 0.59150]],
  "atomic_forces_ev_per_a": [[-0.0985, 1.1707, -0.3371], [-0.2953, -3.0747, 1.2913], [-0.7828, -0.2942, 0.2184], [-0.1349, 0.4072, -0.0218], [0.0411, 0.5420, -0.1028], [1.2705, 1.2489, -1.0480]],
  "nbo_charge": [-0.34, -0.64, -0.98, -0.98, 0.46, 1.49]
}

{
  "formula": "C22H45Br2N3O9S7",
  "method": "ωB97M-V/def2-TZVPD",
  "lumo_ev": -1.67,
  "homo_lumo_gap_ev": 6.5,
  "energy_ha": -9641.29732,
  "charge": 0,
  "symbols": ["H", "H", "S", "H", "H", "H", "S", "H", "Br", "C", "H", "H", "C", "H", "H", "H", "H", "H", "C", "C", "C", "H", "S", "C", "H", "C", "H", "S", "C", "H", "H", "C", "O", "C", "C", "C", "H", "C", "C", "C", "C", "S", "H", "H", "O", "H", "H", "H", "H", "H", "O", "H", "O", "O", "H", "H", "H", "C", "H", "S", "H", "O", "H", "H", "C", "H", "H", "H", "H", "Br", "N", "H", "N", "N", "O", "H", "C", "C", "C", "H", "H", "C", "H", "O", "H", "O", "H", "S"],
  "xyz": [[3.41081, -3.93015, -5.10529], [-7.15148, -6.77072, -0.56668], [6.99938, 5.18516, 4.89799], [8.65511, 3.69722, 5.80980], [-0.13518, -7.26841, 0.05444], [2.68219, -0.69261, -3.17748], [-4.62901, -4.65708, -0.70474], [5.04250, 5.97773, -1.45159], [-0.03941, 1.24763, 1.29592], [1.66201, -5.97546, -1.69201], [-2.60828, -3.71888, 0.16808], [7.55008, 2.86655, 4.68492], [-4.18059, 4.48092, 2.37657], [-10.28443, -8.01264, -3.68108], [6.60849, 5.56313, 7.24814], [4.61081, 4.03909, -2.99759], [-5.44862, -3.19237, -2.42803], [-8.91911, -6.69102, -0.34680], [7.61303, 3.59287, 5.49871], [-0.59512, -6.33668, -0.28339], [7.19175, 6.06047, 6.46968], [3.92409, 4.10069, 0.76182], [2.83340, 5.51421, -2.30240], [3.01992, -1.38778, -3.94972], [3.09525, 3.74200, -3.88838], [3.20858, 3.65391, 1.59256], [3.35119, -0.82302, -4.82433], [1.63340, -2.45502, -4.41010], [-8.10397, -7.24010, -0.82388], [-8.09952, -8.27759, -0.48151], [0.56837, 4.19310, 0.76620], [-9.93700, -7.96701, -2.64621], [5.52902, 5.03470, 4.64286], [4.21992, 6.58145, -1.84203], [-2.63536, 5.10973, 2.25739], [-1.40740, 4.07415, 1.89855], [2.42675, 2.93994, 1.04360], [2.55939, -3.45580, -5.59914], [3.75939, 4.51344, -3.49145], [-3.16027, -3.60244, -0.76757], [0.10221, 4.70783, 1.73654], [0.67059, -5.06016, -0.48673], [4.10617, 5.14781, -4.31055], [-1.10964, -6.49513, -1.23405], [-8.46830, -5.76373, -3.02428], [-2.52282, -3.89906, -1.60377], [7.00321, 3.24999, 6.33797], [4.89170, 3.44435, 3.11686], [0.00353, 5.87125, 1.53554], [-3.46514, -2.55932, -0.87974], [-3.21169, 0.53102, -0.39593], [1.07152, -6.14606, -2.59526], [1.45688, -4.99737, 0.78900], [1.32488, -3.32753, -3.22975], [2.90617, -2.82142, -6.41824], [-1.31514, -5.99636, 0.46462], [-4.44681, -4.51332, -3.10570], [-3.12898, 1.79756, 1.83117], [-6.11597, -4.83884, -2.57036], [-8.29930, -7.19878, -2.62208], [1.89525, -4.22723, -5.99607], [2.52488, 4.64170, -1.12206], [-9.87087, -8.98005, -2.24249], [1.98053, -6.92978, -1.26614], [-5.21285, -4.25756, -2.36978], [3.24667, 2.48467, 3.55792], [2.98167, 5.40765, 3.17174], [4.55119, 7.14621, -2.71664], [4.40402, 1.77666, 2.18643], [-2.46770, 7.07968, 2.57500], [-5.84479, 2.64226, 2.31697], [2.17721, 5.69433, 1.48989], [-5.37456, 5.36532, 2.66786], [-3.04100, -0.18052, 0.58081], [1.02164, 4.39169, 2.84807], [3.84250, -1.99150, -3.55928], [4.02180, 2.75530, 2.71097], [-1.62368, 2.43008, 1.68531], [-4.35592, 2.86412, 2.15487], [6.83052, 7.08392, 6.34421], [3.88219, 7.27662, -1.06979], [2.34882, 4.87615, 2.34160], [8.24800, 6.08177, 6.74808], [-3.50453, 0.38010, 1.71137], [-10.63743, -7.37225, -2.05505], [-4.16164, -6.08220, -0.72051], [2.54214, -5.37881, -1.94313], [-6.67714, 4.17568, 2.62874]],
  "atomic_forces_ev_per_a": [[-0.0928, 0.0686, 0.0424], [-0.0451, -0.0961, -0.1484], [-0.4146, -0.0720, 0.0593], [-0.0745, 0.0590, -0.0615], [0.0443, 0.1064, -0.0054], [-0.0693, -0.1548, -0.1108], [0.1901, -0.0433, -0.2376], [-0.1118, -0.0268, -0.0246], [-2.2915, 1.6256, 0.5310], [0.1538, -0.1338, -0.0122], [-0.1418, -0.0018, -0.0852], [-0.0414, 0.1890, 0.0436], [0.9718, 0.9060, -0.0119], [0.1530, 0.0521, 0.1143], [0.0032, -0.0176, -0.1331], [-0.0955, 0.0682, 0.0487], [0.0061, -0.0851, 0.0871], [0.0140, -0.0121, -0.1379], [-0.0488, -0.1112, 0.0464], [0.0646, -0.0955, 0.0659], [-0.0614, 0.0344, 0.0982], [-1.5470, -0.9016, 1.9125], [-0.0424, -0.2186, 0.2846], [0.0852, 0.0107, 0.0920], [-0.0043, 0.1646, 0.1247], [-0.5572, -0.3757, 0.5932], [-0.0885, -0.0621, 0.0255], [-0.0145, -0.2544, 0.3662], [-0.0179, 0.0997, 0.0742], [0.0371, 0.0654, -0.0968], [-1.1364, 1.2330, 1.8267], [-0.1380, 0.0502, -0.0237], [0.7168, 0.1141, 0.2515], [0.0886, -0.0096, 0.0895], [0.2249, -4.7966, -0.7913], [-2.5810, 1.2146, 1.0419], [1.6752, 1.7346, 1.0856], [0.0713, -0.1075, -0.0061], [0.0734, -0.1195, -0.0011], [0.0639, -0.0593, 0.0194], [-0.6772, -1.0260, -1.2324], [0.1483, -0.0534, 0.2407], [-0.0758, 0.0021, 0.0845], [-0.0032, 0.0809, 0.0936], [0.0261, -0.5390, 0.2638], [-0.0876, -0.0422, 0.0391], [-0.0163, 0.0976, -0.0925], [-1.8074, -1.7739, -0.6012], [0.1342, -2.4177, 0.6278], [-0.0181, -0.1191, 0.0394], [1.0175, -2.0695, 2.5314], [0.0238, 0.1306, 0.1022], [-0.2585, -0.1726, -0.4850], [0.2878, 0.3748, -0.6194], [-0.0715, -0.0051, 0.0796], [0.1185, 0.0102, -0.1476], [0.0294, -0.0104, 0.1463], [1.3045, 4.1707, 0.2966], [0.0339, 0.0831, 0.0956], [-0.0958, 0.2777, 0.0614], [0.0024, 0.1616, 0.1186], [0.2064, 0.4283, -0.6820], [0.0744, 0.0852, -0.0387], [-0.0965, 0.0744, 0.1131], [-0.0066, -0.1181, -0.0571], [1.7724, 0.4766, -1.5857], [-1.4072, -1.3909, -1.2273], [-0.0903, -0.0584, 0.0370], [-0.5719, 1.8866, 1.1953], [0.0468, -2.5563, -0.4678], [3.8468, 2.6225, -0.2471], [0.2126, -1.6448, 1.8837], [2.7176, -6.5394, -1.4842], [-0.9487, 1.1300, -4.4100], [0.3619, 1.5950, -2.2113], [-0.1203, -0.0283, -0.0239], [-0.6023, 0.8206, -0.7240], [-4.6331, 0.9324, 1.0944], [-2.7644, 2.5352, 0.6863], [0.0296, -0.1747, -0.0993], [-0.0647, -0.1460, -0.1158], [1.1264, 0.1998, -1.5673], [-0.0627, -0.0191, -0.0891], [1.3960, 3.4958, 1.9686], [0.1228, 0.0185, -0.0370], [-0.1131, 0.4225, -0.0881], [-0.2626, 0.0352, 0.0828], [4.7942, -1.2843, -0.5851]],
  "lowdin_charge": [0.06, 0.03, 0.81, 0.05, 0.06, 0.05, 0.80, 0.06, 0.70, -0.28, 0.05, 0.05, -0.27, 0.05, 0.06, 0.06, 0.06, 0.06, -0.27, -0.27, -0.27, 0.10, 0.83, -0.27, 0.05, -0.23, 0.05, 0.82, -0.26, 0.06, 0.11, -0.28, -0.57, -0.27, -0.46, -0.09, 0.07, -0.27, -0.27, -0.27, -0.24, 0.79, 0.05, 0.05, -0.57, 0.06, 0.06, 0.05, 0.11, 0.03, 0.02, 0.05, -0.56, -0.57, 0.05, 0.04, 0.06, -0.11, 0.02, 0.81, 0.05, -0.57, 0.05, 0.05, -0.26, 0.09, 0.13, 0.05, 0.07, 0.63, -0.29, 0.11, -0.28, -0.04, -0.20, 0.06, -0.13, -0.40, -0.12, 0.05, 0.05, -0.18, 0.05, -0.08, 0.06, -0.57, 0.04, 0.87]
}

{
  "formula": "C15H33AlNO8",
  "method": "ωB97M-V/def2-TZVPD",
  "lumo_ev": 2.20,
  "homo_lumo_gap_ev": 7.3,
  "energy_ha": -1490.39842,
  "charge": -1,
  "symbols": ["H", "H", "H", "C", "H", "C", "C", "H", "H", "H", "H", "H", "O", "H", "H", "H", "H", "H", "O", "H", "C", "H", "H", "H", "N", "C", "H", "C", "O", "H", "O", "H", "H", "O", "C", "C", "C", "C", "H", "H", "O", "C", "H", "C", "Al", "H", "H", "C", "O", "O", "C", "H", "C", "H", "H", "H", "H", "H"],
  "xyz": [[-2.33696, -0.34252, -2.55632], [-0.57784, -3.61156, -0.23829], [-5.11979, 3.99362, 3.05796], [4.85732, -0.36251, -1.38057], [-5.28400, 4.05256, 4.84599], [-1.61658, -3.33727, -0.42903], [-1.78882, -1.82951, -0.51297], [-1.52091, 1.64168, 3.75607], [1.64601, 3.93379, 3.33411], [6.88327, 0.56282, -0.79222], [0.85808, 3.29121, 4.79472], [1.28720, -5.43157, -0.85746], [6.95223, -1.45755, -1.22115], [4.39735, 0.57835, -0.98898], [-1.58691, -1.38373, 0.46972], [4.34207, -1.29999, -1.07198], [5.49888, -1.64066, -3.94133], [-0.17965, -5.58655, -2.50319], [-2.13858, -4.05259, -1.54669], [0.25039, -4.56023, -3.89720], [-3.64362, 2.07443, 3.95719], [-2.10942, 3.10243, 0.41840], [-2.19479, -3.68865, 0.43039], [-1.44950, 0.71418, -1.40660], [5.75871, 1.20728, -4.04039], [-2.46197, 1.42906, 3.24974], [-0.28568, 4.33700, 1.32125], [0.87645, 3.25027, 3.70578], [4.66269, 2.39685, -5.74608], [-3.75437, 1.62681, 4.95340], [0.85292, -3.82436, -2.09548], [-2.59692, 0.34262, 3.30340], [-0.66474, 0.12790, -2.89311], [-2.37702, 1.72663, 1.86000], [6.37154, -0.39721, -1.08179], [-1.46250, -3.88836, -2.79144], [-2.00044, 3.05545, 1.50510], [-4.61174, 4.22825, 3.99946], [-4.55536, 1.88575, 3.38122], [0.09790, 2.60291, 1.48902], [-3.43029, 3.46795, 4.13919], [-0.55917, 3.40752, 1.83606], [2.36548, -4.03097, -0.75244], [-1.36280, -0.13088, -2.09759], [4.72364, -0.31337, -3.45620], [-1.41371, -2.83815, -3.07687], [-2.82021, -1.59796, -0.80288], [1.79137, -4.65179, -1.44029], [-0.86266, -1.26941, -1.43025], [-0.39910, 3.63019, 3.23124], [5.12584, 1.91818, -4.76938], [-2.69865, 3.78491, 1.91905], [-0.09692, -4.55275, -2.85586], [2.47446, -5.10275, -2.16670], [1.11388, 2.22186, 3.40970], [3.21172, -0.31577, -3.97489], [-4.33305, 5.28235, 3.98148], [-2.10472, -4.37621, -3.53406]],
  "atomic_forces_ev_per_a": [[-0.0492, 0.0710, 0.0774], [0.0630, 0.2079, -0.1319], [-0.1006, -0.0305, 0.0396], [1.3644, 1.1358, 0.3458], [-0.1638, 0.0244, -0.0779], [-0.1202, -0.0151, 0.0681], [0.5074, -0.0196, -0.0074], [-0.0675, 0.2515, 0.0904], [0.1327, -0.1026, -0.0092], [-0.1233, -0.4800, -0.2554], [-0.0541, 0.1061, -0.0313], [0.0188, -0.0966, -0.0472], [0.9195, 0.6150, 0.5350], [0.1054, -0.7882, -0.0778], [-0.2351, -0.0831, 0.1220], [0.4314, 0.6943, -0.0969], [-0.0179, 0.0771, -0.1358], [-0.0126, -0.0119, 0.0560], [0.1196, 0.0946, 0.0128], [-0.1635, -0.1655, -0.0763], [0.4263, 0.1254, 0.2090], [0.0615, -0.1158, 0.0129], [-0.0989, 0.0109, -0.0812], [-0.1329, 0.0790, -0.0430], [-0.6929, 0.2834, 1.2786], [-0.0979, -0.2463, -0.0874], [0.0026, -0.1088, -0.2395], [-0.1580, 0.0883, -0.0310], [-0.7510, 1.3397, 0.2112], [-0.0826, -0.2158, -0.0846], [-0.2145, -0.2734, 0.3427], [-0.0974, 0.1009, -0.0937], [0.0880, -0.0284, 0.1105], [-0.0121, 0.1408, 0.1593], [-2.7616, -1.0664, -0.6795], [-0.1336, -0.2010, -0.1574], [0.0783, -0.0563, -0.1479], [0.2572, -0.0295, 0.1352], [-0.0027, 0.0371, -0.0443], [-0.0130, -0.0142, 0.0091], [-0.2055, 0.0530, -0.3293], [-0.2233, 0.2604, 0.2277], [0.0018, 0.0495, -0.1329], [0.1880, -0.0848, 0.0581], [0.6261, -0.6914, 0.6035], [0.2572, 0.0469, 0.1083], [-0.0096, -0.0070, -0.0253], [0.0199, 0.2425, -0.1516], [-0.3092, -0.0911, -0.2423], [0.0329, -0.3360, 0.0639], [1.0521, -1.4454, -1.7114], [0.1584, 0.0338, 0.1763], [0.1313, 0.5198, -0.0697], [0.0553, -0.1337, 0.0992], [0.0918, 0.0597, -0.0585], [-0.1714, 0.3272, -0.0194], [0.0452, -0.0600, 0.0744], [0.0400, -0.0772, 0.1500]],
  "nbo_charge": [0.15, 0.19, 0.16, -1.02, 0.16, -0.08, -0.09, 0.19, 0.17, 0.10, 0.19, 0.15, -0.60, 0.20, 0.18, 0.23, -0.41, 0.17, -0.55, 0.18, -0.09, 0.19, 0.18, 0.16, -0.88, -0.09, 0.18, -0.25, -0.62, 0.17, -0.54, 0.19, 0.21, -0.54, 0.42, -0.08, -0.08, -0.25, 0.17, 0.18, -0.55, -0.10, 0.20, -0.25, 1.24, 0.19, 0.17, -0.25, -0.54, -0.55, 0.76, 0.18, -0.09, 0.17, 0.17, -0.42, 0.19, 0.18]
}